# 1
Formula: C6H10O
Source: OMol25
Level of theory: the ωB97M-V functional and the def2-TZVPD basis

XYZ file:
```
17
Properties=species:S:1:pos:R:3:forces:R:3
C -1.958 0.174 0.837 0.05 0.13 -0.09
C -1.425 0.999 -0.060 -0.13 -0.14 0.10
C 0.001 1.498 0.009 0.08 0.01 0.07
C 0.815 0.703 -0.978 0.08 -0.13 -0.02
C 1.575 -0.370 -0.720 -0.12 0.20 -0.07
C 1.809 -0.969 0.611 -0.10 0.08 0.32
O 1.351 -0.584 1.669 0.18 -0.18 -0.46
H -1.386 -0.162 1.700 -0.08 0.08 -0.11
H -2.971 -0.204 0.727 0.13 0.10 0.01
H -2.006 1.301 -0.932 0.06 -0.05 0.13
H 0.042 2.561 -0.259 -0.02 -0.16 0.01
H 0.394 1.369 1.017 -0.08 0.03 -0.15
H 0.713 1.002 -2.022 0.04 -0.04 0.13
H 2.058 -0.886 -1.547 -0.04 0.10 0.12
H 2.468 -1.863 0.594 -0.06 0.10 0.02
H -0.917 -1.984 -0.197 0.05 -0.10 -0.05
H -0.560 -2.586 -0.450 -0.06 -0.01 0.02
```
Positions in Å, forces in eV/Å.

As for the gap between HOMO and LUMO: 9.78 eV. For the relative energy (zero: lowest compared OMol25 entry of this formula, charge and spin), the calculation gives 207.9 kJ/mol. Its spin multiplicity is 1. As for the structure (SMILES): C=CC/C=C\C=O.[H][H]. For the strongest force on any atom, the calculation gives 0.010 hartree/bohr. The charge is 0.

Löwdin analysis output, partial charges in e: atom 1 (C): -0.02, atom 2 (C): -0.18, atom 3 (C): -0.20, atom 4 (C): -0.08, atom 5 (C): -0.09, atom 6 (C): -0.28, atom 7 (O): 0.02, atom 8 (H): 0.06, atom 9 (H): 0.06, atom 10 (H): 0.10, atom 11 (H): 0.11, atom 12 (H): 0.10, atom 13 (H): 0.11, atom 14 (H): 0.10, atom 15 (H): 0.11, atom 16 (H): 0.03, atom 17 (H): 0.05

# 2
Formula: C6H10O
Source: OMol25
Level of theory: the ωB97M-V functional and the def2-TZVPD basis

XYZ file:
```
17
Properties=species:S:1:pos:R:3:forces:R:3
C -0.464 -0.030 -2.130 0.02 -0.05 0.08
C -0.194 -0.588 -0.979 0.02 0.08 0.09
C 0.085 -0.911 0.258 -0.05 0.06 -0.23
C -1.000 -1.071 1.293 -0.07 -0.03 0.01
C 1.509 -1.030 0.742 0.07 -0.03 -0.02
H -0.506 1.059 -2.185 -0.01 -0.16 -0.13
H -0.654 -0.563 -3.056 0.03 -0.07 0.17
H -0.779 -0.412 2.141 -0.03 -0.11 -0.12
H -1.046 -2.100 1.666 0.02 0.12 -0.03
H -1.979 -0.795 0.893 0.14 -0.10 0.04
H 1.736 -2.056 1.054 -0.03 0.12 -0.01
H 1.644 -0.373 1.609 -0.02 -0.11 -0.13
H 2.224 -0.731 -0.029 -0.12 -0.09 0.09
C -0.072 2.415 -0.257 0.07 -0.05 0.36
O 0.158 1.897 0.806 -0.08 0.46 -0.45
H -1.104 2.658 -0.580 0.10 -0.01 0.11
H 0.730 2.662 -0.982 -0.05 -0.03 0.18
```
Positions in Å, forces in eV/Å.

As for the gap between HOMO and LUMO: 9.88 eV. For the relative energy (zero: lowest compared OMol25 entry of this formula, charge and spin), the calculation gives 213.5 kJ/mol. Its spin multiplicity is 1. As for the structure (SMILES): C=C=C(C)C.C=O. For the strongest force on any atom, the calculation gives 0.013 hartree/bohr. The charge is 0.

Löwdin analysis output, partial charges in e: atom 1 (C): 0.00, atom 2 (C): -0.09, atom 3 (C): -0.37, atom 4 (C): -0.06, atom 5 (C): -0.06, atom 6 (H): 0.03, atom 7 (H): 0.05, atom 8 (H): 0.08, atom 9 (H): 0.08, atom 10 (H): 0.08, atom 11 (H): 0.08, atom 12 (H): 0.08, atom 13 (H): 0.08, atom 14 (C): -0.16, atom 15 (O): 0.00, atom 16 (H): 0.09, atom 17 (H): 0.09

# 3
Formula: C6H10O
Source: OMol25
Level of theory: the ωB97M-V functional and the def2-TZVPD basis

XYZ file:
```
17
Properties=species:S:1:pos:R:3:forces:R:3
C 0.015 0.152 2.101 0.01 0.40 0.15
C 0.639 -0.569 0.947 -0.31 0.48 -0.02
C 1.011 -0.077 -0.429 0.63 0.16 -0.14
C 0.246 1.134 -0.952 0.27 0.17 -0.05
C -0.958 0.250 -1.189 0.13 -0.38 1.22
O -0.914 -0.531 -2.359 0.12 0.08 -0.21
C -0.257 -0.897 -0.196 -1.23 1.36 0.00
H -0.416 -0.590 2.787 0.14 0.21 -0.15
H -0.815 0.751 1.720 0.09 0.18 0.26
H 0.715 0.776 2.655 -0.03 0.11 0.13
H 1.417 -1.294 1.249 -0.90 -0.19 -0.32
H 1.951 -0.382 -0.870 0.08 -0.15 0.08
H 0.692 1.638 -1.808 -0.15 -0.01 -0.09
H 0.009 1.861 -0.165 0.30 -0.03 -0.11
H -1.973 0.686 -1.140 0.45 -0.29 0.46
H -0.353 -1.277 -2.068 -0.21 0.15 -0.81
H -1.010 -1.631 -0.284 0.60 -2.25 -0.39
```
Positions in Å, forces in eV/Å.

As for the gap between HOMO and LUMO: 10.47 eV. For the relative energy (zero: lowest compared OMol25 entry of this formula, charge and spin), the calculation gives 317.2 kJ/mol. Its spin multiplicity is 1. As for the structure (SMILES): C[C@@H]1[C@@H]2C[C@@H](O)[C@H]12. For the strongest force on any atom, the calculation gives 0.046 hartree/bohr. The charge is 0.

Löwdin analysis output, partial charges in e: atom 1 (C): -0.07, atom 2 (C): -0.27, atom 3 (C): -0.16, atom 4 (C): -0.10, atom 5 (C): -0.31, atom 6 (O): -0.05, atom 7 (C): -0.13, atom 8 (H): 0.08, atom 9 (H): 0.08, atom 10 (H): 0.07, atom 11 (H): 0.15, atom 12 (H): 0.13, atom 13 (H): 0.11, atom 14 (H): 0.11, atom 15 (H): 0.14, atom 16 (H): 0.08, atom 17 (H): 0.13

What did the first record say?
Formula: C6H10O
Source: OMol25
Level of theory: the ωB97M-V functional and the def2-TZVPD basis

XYZ file:
```
17
Properties=species:S:1:pos:R:3:forces:R:3
C -1.958 0.174 0.837 0.05 0.13 -0.09
C -1.425 0.999 -0.060 -0.13 -0.14 0.10
C 0.001 1.498 0.009 0.08 0.01 0.07
C 0.815 0.703 -0.978 0.08 -0.13 -0.02
C 1.575 -0.370 -0.720 -0.12 0.20 -0.07
C 1.809 -0.969 0.611 -0.10 0.08 0.32
O 1.351 -0.584 1.669 0.18 -0.18 -0.46
H -1.386 -0.162 1.700 -0.08 0.08 -0.11
H -2.971 -0.204 0.727 0.13 0.10 0.01
H -2.006 1.301 -0.932 0.06 -0.05 0.13
H 0.042 2.561 -0.259 -0.02 -0.16 0.01
H 0.394 1.369 1.017 -0.08 0.03 -0.15
H 0.713 1.002 -2.022 0.04 -0.04 0.13
H 2.058 -0.886 -1.547 -0.04 0.10 0.12
H 2.468 -1.863 0.594 -0.06 0.10 0.02
H -0.917 -1.984 -0.197 0.05 -0.10 -0.05
H -0.560 -2.586 -0.450 -0.06 -0.01 0.02
```
Positions in Å, forces in eV/Å.

As for the gap between HOMO and LUMO: 9.78 eV. For the relative energy (zero: lowest compared OMol25 entry of this formula, charge and spin), the calculation gives 207.9 kJ/mol. Its spin multiplicity is 1. As for the structure (SMILES): C=CC/C=C\C=O.[H][H]. For the strongest force on any atom, the calculation gives 0.010 hartree/bohr. The charge is 0.

Löwdin analysis output, partial charges in e: atom 1 (C): -0.02, atom 2 (C): -0.18, atom 3 (C): -0.20, atom 4 (C): -0.08, atom 5 (C): -0.09, atom 6 (C): -0.28, atom 7 (O): 0.02, atom 8 (H): 0.06, atom 9 (H): 0.06, atom 10 (H): 0.10, atom 11 (H): 0.11, atom 12 (H): 0.10, atom 13 (H): 0.11, atom 14 (H): 0.10, atom 15 (H): 0.11, atom 16 (H): 0.03, atom 17 (H): 0.05

Repeat the third record exactly.
Formula: C6H10O
Source: OMol25
Level of theory: the ωB97M-V functional and the def2-TZVPD basis

XYZ file:
```
17
Properties=species:S:1:pos:R:3:forces:R:3
C 0.015 0.152 2.101 0.01 0.40 0.15
C 0.639 -0.569 0.947 -0.31 0.48 -0.02
C 1.011 -0.077 -0.429 0.63 0.16 -0.14
C 0.246 1.134 -0.952 0.27 0.17 -0.05
C -0.958 0.250 -1.189 0.13 -0.38 1.22
O -0.914 -0.531 -2.359 0.12 0.08 -0.21
C -0.257 -0.897 -0.196 -1.23 1.36 0.00
H -0.416 -0.590 2.787 0.14 0.21 -0.15
H -0.815 0.751 1.720 0.09 0.18 0.26
H 0.715 0.776 2.655 -0.03 0.11 0.13
H 1.417 -1.294 1.249 -0.90 -0.19 -0.32
H 1.951 -0.382 -0.870 0.08 -0.15 0.08
H 0.692 1.638 -1.808 -0.15 -0.01 -0.09
H 0.009 1.861 -0.165 0.30 -0.03 -0.11
H -1.973 0.686 -1.140 0.45 -0.29 0.46
H -0.353 -1.277 -2.068 -0.21 0.15 -0.81
H -1.010 -1.631 -0.284 0.60 -2.25 -0.39
```
Positions in Å, forces in eV/Å.

As for the gap between HOMO and LUMO: 10.47 eV. For the relative energy (zero: lowest compared OMol25 entry of this formula, charge and spin), the calculation gives 317.2 kJ/mol. Its spin multiplicity is 1. As for the structure (SMILES): C[C@@H]1[C@@H]2C[C@@H](O)[C@H]12. For the strongest force on any atom, the calculation gives 0.046 hartree/bohr. The charge is 0.

Löwdin analysis output, partial charges in e: atom 1 (C): -0.07, atom 2 (C): -0.27, atom 3 (C): -0.16, atom 4 (C): -0.10, atom 5 (C): -0.31, atom 6 (O): -0.05, atom 7 (C): -0.13, atom 8 (H): 0.08, atom 9 (H): 0.08, atom 10 (H): 0.07, atom 11 (H): 0.15, atom 12 (H): 0.13, atom 13 (H): 0.11, atom 14 (H): 0.11, atom 15 (H): 0.14, atom 16 (H): 0.08, atom 17 (H): 0.13

Question: The lowest gap between HOMO and LUMO belongs to which entry?
Answer: number 1